Density functional theory data (the ωB97M-V functional and the def2-TZVPD basis) for C58H54AlN2P3Si as an isolated structure at a distorted geometry.

Its net charge is +2. The strongest force on any atom is 3.02 eV Å⁻¹. The spin multiplicity is 1. For the HOMO-LUMO gap, the calculation gives 7.6 eV. The calculation puts the total energy at -3907.59147 a.u.

Each line ends with the Mulliken charge.
Positions of all 119 atoms, in Å:
P (-0.34771, -1.19754, 3.10178)  2.00
P (-1.64345, 1.80142, 0.28679)  2.18
P (0.08154, -0.19442, -2.83918)  1.77
Si (-1.12227, -1.55758, -0.01408)  -0.16
Al (0.23204, 0.30278, -0.37239)  -1.41
N (2.57082, -0.02916, -0.45621)  0.50
N (1.91432, 0.81086, 0.58395)  0.81
C (1.60761, -2.53970, -2.96897)  -0.66
C (2.65193, -3.31855, -3.43134)  -0.61
C (-0.46997, -4.13570, 3.24830)  -0.45
C (-1.58358, 2.79271, 2.90915)  -0.68
C (3.36422, -1.56378, -4.84849)  -0.70
C (1.85191, 0.27038, 3.65122)  -1.00
C (-3.75620, 2.66760, -3.07974)  -0.74
C (-3.37223, 3.96808, -3.37665)  -0.79
C (-2.09564, -1.26283, 5.23227)  -0.63
C (-4.08674, 1.17060, 1.29324)  0.14
C (0.18660, 3.38180, -4.72821)  -0.82
C (-1.07770, 2.86059, 1.57977)  0.95
C (-1.55856, -1.17821, -2.85554)  0.18
C (-2.59391, -0.72482, 0.89926)  0.13
C (3.74438, 1.88027, -1.43966)  -1.65
C (-0.16434, -1.56113, 7.24951)  -0.71
C (0.12983, 2.43440, -3.73007)  -0.06
C (4.62924, -0.45726, -1.79804)  -1.49
C (-2.50890, 4.66876, -2.55587)  -0.93
C (-3.01276, -2.65027, -1.68764)  0.01
C (-0.58580, -2.91759, 2.48514)  0.62
C (-2.33045, 2.71763, -1.13083)  0.80
C (-0.64164, -4.31060, 0.48054)  -0.90
C (-1.08269, 3.64717, 3.87174)  -0.69
C (-0.25754, 0.72643, -5.50516)  -0.37
C (-3.60360, -1.84638, -3.89509)  -0.83
C (-0.24090, 1.71444, -6.48921)  -1.08
C (3.56963, -2.80473, -4.31056)  -0.61
C (-5.05051, 0.32220, 1.83144)  -1.13
C (-0.54480, -5.40202, 2.62322)  -1.00
C (3.77017, -1.59720, 2.65008)  -0.72
C (2.40086, -1.86440, 2.54356)  -0.47
C (0.20492, -1.54937, 5.91053)  -0.09
C (-0.72307, -1.38143, 4.88096)  -0.23
C (1.44476, -1.01769, 3.14374)  0.15
C (4.17969, -0.37004, 3.22261)  -0.56
C (1.44656, -1.25806, -3.46451)  1.23
C (-0.67786, -3.00350, 1.07434)  1.00
C (-3.81855, -2.71365, -2.81946)  -0.92
C (-0.05407, 4.56505, 3.56048)  -0.62
C (4.86539, 0.68310, 0.32611)  -1.78
C (-4.74609, -1.02848, 1.88819)  -0.60
C (-2.85403, 0.67524, 0.86108)  -1.22
C (-0.05933, 1.12930, -4.16341)  0.70
C (-0.01870, 3.74081, 1.30153)  -0.10
C (-3.58613, -1.57632, 1.37268)  0.14
C (0.04717, 3.04728, -6.09363)  -0.69
C (2.34761, -0.71588, -4.43083)  -1.33
C (-0.61662, -5.45815, 1.23000)  -0.66
C (-1.93306, 4.02152, -1.44976)  -0.16
C (-1.51744, -1.33559, 7.58417)  -0.66
C (0.48752, 4.61316, 2.27065)  -1.32
C (-3.27589, 2.03910, -1.91531)  -0.32
C (3.99173, 0.51783, -0.84627)  1.42
C (-1.84182, -1.91143, -1.71659)  0.99
C (-2.41277, -1.08159, -3.97507)  -0.97
C (3.19778, 0.58163, 3.60694)  -0.55
C (-2.47904, -1.27966, 6.54451)  -0.59
H (4.74143, 2.35561, -1.61642)  0.50
H (-1.52311, 3.65324, 4.85030)  0.51
H (0.24060, 5.31650, 4.35205)  0.38
H (-0.66694, -4.48493, -0.60618)  0.26
H (0.37575, 3.79298, 0.26564)  0.27
H (0.45659, 4.41007, -4.48088)  0.43
H (-2.46950, 2.11026, 3.03157)  0.19
H (1.27621, -1.60415, 5.60951)  0.30
H (-0.72480, -6.31521, 3.18120)  0.37
H (4.45853, 1.39010, 1.01326)  0.30
H (0.25409, 2.63433, -2.64703)  0.07
H (-2.35775, 5.71774, -2.63409)  0.53
H (2.27178, 1.78592, 0.48993)  0.30
H (-1.17842, 4.55004, -0.87504)  0.33
H (3.95703, -1.32527, -5.73069)  0.41
H (1.16778, 5.41410, 2.10167)  0.55
H (2.07695, -2.79055, 2.03362)  0.57
H (0.31300, 3.83510, -6.85310)  0.39
H (0.53131, -1.79231, 8.01612)  0.47
H (5.77391, 1.07794, -0.06131)  0.70
H (-4.35543, 2.16399, -3.76301)  0.59
H (2.04613, 0.48268, 1.53727)  -0.66
H (-0.20422, -0.33771, -5.66653)  0.72
H (1.06151, 0.97451, 4.02436)  0.47
H (-0.51132, -3.96423, 4.33619)  0.45
H (-1.79904, -1.23437, 8.60785)  0.45
H (4.83902, -1.34217, -1.26362)  0.55
H (-3.16936, -3.40852, -0.86573)  0.22
H (-3.52192, -1.27579, 6.83334)  0.44
H (-3.78333, 4.47537, -4.24763)  0.43
H (3.54342, 1.55532, 3.93355)  0.50
H (4.58257, -2.21975, 2.20324)  0.41
H (-4.29045, -1.89744, -4.74558)  0.46
H (5.29427, -0.15555, 3.17052)  0.50
H (-4.71235, -3.35755, -2.74895)  0.42
H (-2.17605, -0.38983, -4.76806)  0.71
H (4.44414, -3.40764, -4.67073)  0.37
H (5.12935, -0.24560, 0.87279)  0.25
H (3.99359, -0.61849, -2.69880)  0.17
H (-3.42841, -2.67454, 1.36987)  0.28
H (2.11402, 0.17377, -4.92689)  0.51
H (3.27077, 1.94063, -2.40870)  0.17
H (-5.97957, 0.68829, 2.19395)  0.51
H (-3.55258, 1.00721, -1.61354)  0.24
H (2.82231, -4.37727, -3.11196)  0.40
H (-0.79228, -6.36633, 0.69559)  0.46
H (-2.87874, -1.26862, 4.49205)  0.31
H (3.22533, 2.52193, -0.72722)  0.44
H (-4.18732, 2.25319, 1.33984)  0.66
H (2.68184, -0.95027, 0.05612)  0.01
H (0.80992, -2.96063, -2.39090)  0.45
H (-5.51885, -1.72900, 2.30878)  0.39
H (-0.15591, 1.41127, -7.51212)  0.40
H (5.61257, -0.15578, -2.19723)  0.42

Atomic forces in eV per Å
-0.6 -0.9 0.5
1.4 -0.3 -1.6
-1.0 0.5 -0.9
0.0 0.1 1.0
0.7 0.6 -0.4
0.9 -1.0 1.0
-0.3 0.9 -1.4
-0.3 0.0 -0.6
0.7 -1.7 1.0
-0.8 1.1 -0.5
-0.9 -0.6 -1.6
0.2 1.1 -1.3
-0.6 -1.2 -0.4
1.5 0.3 1.5
-0.3 0.4 -0.2
0.9 -0.6 -0.4
0.3 0.3 0.7
0.3 1.0 -1.0
0.6 0.9 1.6
1.5 1.5 -0.9
0.1 0.3 -1.1
1.4 0.9 -0.4
-1.9 0.3 -0.4
-0.3 -0.7 -0.1
-0.6 0.5 -1.8
0.1 -1.0 1.4
0.0 -2.1 -0.3
0.9 -1.3 -0.6
-0.2 0.2 0.2
0.1 1.2 -0.3
0.6 0.4 -0.3
0.7 1.3 1.2
0.8 -0.2 -0.8
1.2 0.5 1.0
1.1 -1.0 -0.5
1.3 -0.1 -0.5
-0.6 1.1 0.2
0.7 1.2 0.1
-0.3 -0.6 0.3
1.1 0.2 -1.0
-1.0 0.5 0.6
1.1 1.0 -0.2
0.2 -0.3 -0.9
0.1 1.3 -0.4
-0.1 -1.8 -0.4
-0.9 0.3 0.7
-0.5 0.2 0.7
0.6 -0.9 1.1
-1.8 -1.4 0.5
-0.9 -1.6 0.5
-0.3 -1.6 1.2
0.3 0.2 -0.6
0.3 -0.1 0.3
0.3 0.0 0.0
-0.7 -2.7 1.2
-0.1 0.3 0.7
-0.3 0.0 -0.5
0.8 -0.4 -1.7
-1.3 -0.5 1.0
0.3 -0.1 -0.4
-1.6 -0.3 -0.5
-0.1 0.0 0.9
-0.8 -1.0 1.7
1.3 -0.3 0.6
0.6 0.1 1.7
-0.7 -0.2 0.3
-0.1 0.0 0.3
-0.2 -1.1 -1.1
-0.2 0.6 0.4
-0.1 0.0 0.7
-0.2 -0.2 -0.1
1.2 0.8 0.5
-0.9 -0.2 0.5
0.4 0.2 0.2
-0.1 0.6 0.8
0.0 0.1 -0.9
0.3 0.6 -0.6
-0.5 -1.0 0.3
-0.3 0.0 0.1
0.1 0.4 0.4
0.7 0.1 -0.6
0.1 0.5 0.5
-0.7 -1.0 0.8
0.7 0.2 0.5
0.9 0.5 -0.1
-1.2 -0.9 -0.9
0.3 -0.1 0.2
-0.4 -0.1 -0.6
1.0 -0.6 -0.4
0.3 -0.6 -0.5
-0.3 -0.2 0.5
0.0 -1.4 0.4
-0.1 1.2 -0.8
-0.1 0.2 -0.2
0.0 -0.2 0.1
-0.1 0.0 0.1
-1.1 0.2 0.5
0.2 0.3 0.3
-1.7 0.1 0.5
0.5 0.4 -0.4
-0.3 -0.2 -0.2
-1.1 0.5 0.4
-0.4 0.5 -0.6
0.5 -0.2 1.0
-0.2 0.9 0.1
0.1 1.3 -0.5
-0.5 -0.4 -0.2
-0.6 0.3 0.3
0.0 0.8 -0.5
-0.5 1.1 -0.1
0.3 -0.7 0.0
0.0 0.2 -0.4
0.0 0.3 -0.2
-0.4 -0.1 -0.2
0.1 1.1 -0.9
-0.1 -0.3 0.6
0.8 0.8 -0.4
-0.4 0.1 -0.5
-0.4 0.5 0.4